Entry 1:
# C4H7NO

A single C4H7NO molecule at a distorted geometry (wB97M-V/def2-TZVPD, OMol25).

XYZ file:
```
13
Properties=species:S:1:pos:R:3:mulliken_charge:R:1
C -0.91572 -1.13157 -0.26238 -1.160
C -0.04715 0.08641 -0.22979 0.984
C 1.39106 -0.03114 -0.65159 -1.169
O -0.08025 1.39397 1.80798 -0.493
C -0.42773 1.22826 0.50211 0.109
N -0.97925 1.86162 -0.41044 -0.560
H -0.40388 -1.96483 0.24899 0.325
H -1.87213 -0.95928 0.23844 0.361
H -1.08832 -1.44796 -1.29218 0.285
H 2.03178 0.59783 -0.02101 0.353
H 1.49641 0.28391 -1.68965 0.280
H 1.74621 -1.06969 -0.57021 0.349
H -0.85102 1.15246 2.32974 0.337
```

Properties
**DFT total energy**: -7796.103 eV
**HOMO-LUMO gap (alpha / beta)**: 9.2556 / 9.2543 eV
**Energy relative to the best compared isomer or geometry (same formula, charge and spin)**: 3.542 eV
**Highest occupied orbital energy (alpha / beta)**: -8.805 / -8.804 eV

Entry 2:
# C28H26F4N5O6PbS

A molecular structure, C28H26F4N5O6PbS (wB97M-V/def2-TZVPD, OMol25).

XYZ file:
```
71
Properties=species:S:1:pos:R:3:mulliken_charge:R:1
Pb 1.10382 -1.04916 0.55370 1.645
C 0.04476 -1.15592 -2.91091 -0.786
C 1.52720 -0.88951 -2.74954 -0.747
N 2.15668 -1.69246 -1.66526 0.484
C 2.17793 -3.13896 -2.05619 -0.707
C 1.96406 -4.12383 -0.92162 -1.014
C 3.52724 -1.17111 -1.46868 -1.577
C 4.36116 -1.92564 -0.44476 -0.754
N 3.67320 -1.98373 0.83067 0.097
C 4.22400 -2.55833 1.89162 -0.131
C 3.43722 -2.63609 3.08361 0.511
F 2.19400 -2.13956 3.05305 -0.212
C 3.90156 -3.20489 4.23902 -0.280
F 3.11894 -3.24592 5.31125 -0.277
C 5.18192 -3.74235 4.29476 -0.308
C 5.97701 -3.69737 3.16014 -0.062
F 7.20112 -4.21109 3.19470 -0.273
C 5.52804 -3.13241 1.98878 0.769
F 6.33434 -3.12546 0.93137 -0.288
H -0.36121 -0.50998 -3.69013 0.543
H -0.50928 -0.94322 -1.99351 -0.432
H -0.18429 -2.18534 -3.17446 0.480
H 1.70144 0.16398 -2.51604 0.475
H 2.05659 -1.09743 -3.68717 0.362
H 3.12471 -3.32955 -2.57407 0.416
H 1.39082 -3.28890 -2.78965 0.491
H 2.72995 -4.05767 -0.14898 0.145
H 1.99814 -5.13671 -1.32412 0.501
H 0.97992 -3.99344 -0.47064 0.083
H 3.44862 -0.12051 -1.17184 0.386
H 4.06458 -1.19241 -2.42434 0.532
H 5.31976 -1.40750 -0.35165 0.698
H 4.59368 -2.93531 -0.79504 0.493
H 5.55065 -4.19281 5.20598 0.529
O -1.81257 -0.82584 2.14524 -0.777
C -2.57715 -0.58693 1.04488 0.617
C -3.49402 0.45798 1.12706 -0.718
C -4.31516 0.74810 0.05417 -0.286
C -4.23598 0.00158 -1.12094 -0.841
C -3.33090 -1.03671 -1.19840 -0.791
C -2.48180 -1.34673 -0.12920 0.672
C -1.49355 -2.45224 -0.31447 0.596
O -1.53130 -3.22078 -1.24632 -0.630
O -0.53726 -2.51263 0.62773 -0.938
H -1.35573 -1.67269 1.99700 0.430
H -3.55963 1.01188 2.05491 0.515
H -5.02838 1.55959 0.12675 0.505
H -4.89249 0.22261 -1.95147 0.475
H -3.25905 -1.65261 -2.08598 0.519
O -6.43280 3.51591 -0.97686 -0.431
S -6.52156 4.94080 -0.96989 1.039
O -6.15862 5.64528 -2.18094 -0.464
O -7.37831 5.57973 -0.02652 -0.484
C -4.61745 5.52368 -0.20990 0.434
N -4.56641 6.69398 0.32388 -0.449
C -3.38538 6.94444 0.90213 -0.517
C -2.35387 6.01232 0.88628 -0.661
C -2.57340 4.80785 0.23139 0.234
N -3.76313 4.57921 -0.35528 -0.190
C -1.58800 3.70762 0.11299 1.469
C -0.55487 3.52429 1.02392 -1.075
C 0.26282 2.41737 0.88489 -0.410
N 0.11685 1.51313 -0.08571 -0.091
C -0.86522 1.71031 -0.97015 -0.339
C -1.73202 2.78369 -0.91368 -0.568
H -3.26934 7.91202 1.37343 0.438
H -1.40460 6.24960 1.34386 0.423
H -0.39665 4.19897 1.85403 0.365
H 1.05951 2.23822 1.59925 0.411
H -0.98292 0.97394 -1.75138 0.174
H -2.52796 2.88364 -1.63671 0.549
```

Properties
**DFT total energy**: -76136.947 eV
**Charge**: +1
**HOMO-LUMO gap (alpha / beta)**: 5.6269 / 5.7314 eV
**Energy relative to the best compared isomer or geometry (same formula, charge and spin)**: 0.959 eV
**Highest occupied orbital energy (alpha / beta)**: -11.064 / -11.064 eV

Entry 3:
# C28H42F15N2O14S2

6 unconnected molecules or ions with the total composition C28H42F15N2O14S2 at a distorted geometry (wB97M-V/def2-TZVPD, OMol25).

XYZ file:
```
103
Properties=species:S:1:pos:R:3:mulliken_charge:R:1
N -0.24534 -3.31868 0.51285 -0.544
C -0.32555 -1.87671 0.26926 -0.371
C -1.70816 -1.21061 0.76518 -0.421
C -1.31864 0.16597 1.44023 -0.381
S -2.73080 1.33265 1.67889 0.165
C -2.13222 3.09051 1.74813 -0.511
C -0.73117 3.25042 2.46673 -0.602
C 0.30881 4.10896 1.60984 -1.127
C 0.86257 3.32281 0.35501 0.572
S 2.09537 2.01681 0.76324 1.168
O 1.72049 0.77898 0.04858 -0.572
O 3.43637 2.38445 0.30472 -0.592
O 2.16690 1.76059 2.39889 -0.534
N -3.78237 1.30120 0.29647 -0.454
C -3.13483 1.54318 -0.75883 0.749
O -2.51820 1.68084 -1.70819 -0.256
H 0.30190 -3.54771 1.34957 0.251
H -1.15246 -3.78138 0.50509 0.263
H -0.13656 -1.58821 -0.80867 0.189
H 0.48925 -1.37900 0.88068 0.216
H -2.37578 -1.00916 -0.12655 0.212
H -2.24195 -1.92929 1.43928 0.382
H -0.57274 0.67333 0.76815 -0.007
H -0.87123 -0.04778 2.44823 0.618
H -2.88855 3.63142 2.39376 0.449
H -2.15310 3.59822 0.73875 0.403
H -0.84691 3.82800 3.43323 0.393
H -0.24870 2.27635 2.75458 0.324
H -0.19670 5.05870 1.21359 0.546
H 1.20038 4.42197 2.23173 0.497
H 1.39419 4.01973 -0.35820 0.480
H -0.01692 2.90960 -0.21599 -0.783
H 2.67841 0.93285 2.55656 0.394
C 1.54369 10.10405 -2.71607 -1.118
C 0.41232 9.64709 -1.81804 -0.211
O 0.74068 8.40303 -1.16992 -0.290
C 1.53571 8.49405 -0.09572 0.140
O 1.97984 9.51354 0.34177 -0.488
C 1.75962 7.10821 0.51145 1.128
F 2.05462 6.17702 -0.41824 -0.279
F 0.65648 6.66131 1.16598 -0.335
F 2.76002 7.08683 1.39497 -0.250
H 1.80482 9.32106 -3.43108 0.308
H 1.26077 11.00365 -3.26371 0.381
H 2.44362 10.32088 -2.13815 0.323
H -0.47899 9.45921 -2.41759 0.306
H 0.14946 10.40755 -1.08014 0.328
C 0.04323 2.96251 -3.49977 -0.865
C 0.32047 1.56685 -4.02150 -0.217
O 0.87340 1.61458 -5.34352 -0.344
C 2.18586 1.88812 -5.42039 0.377
O 2.89396 2.09405 -4.47802 -0.515
C 2.64614 1.85712 -6.87835 0.811
F 1.81240 2.52549 -7.69533 -0.252
F 2.71482 0.59419 -7.34402 -0.191
F 3.85779 2.39893 -7.04616 -0.246
H -0.59473 3.51258 -4.19483 0.385
H -0.44848 2.91879 -2.52699 -0.034
H 0.96681 3.53528 -3.39433 0.367
H -0.61494 1.01025 -4.09549 0.359
H 0.97564 1.00752 -3.34934 0.360
C 0.39391 -6.88053 5.32689 -1.178
C 0.17341 -5.44357 5.76174 -0.048
O 1.40071 -4.69433 5.67061 -0.326
C 1.73172 -4.26194 4.45330 0.350
O 1.08826 -4.45883 3.45859 -0.533
C 3.02514 -3.44767 4.51412 0.896
F 3.97317 -4.04786 5.24990 -0.245
F 2.81762 -2.23166 5.06396 -0.272
F 3.55357 -3.23806 3.29972 -0.240
H 1.20419 -7.33305 5.90217 0.359
H -0.50976 -7.46968 5.46695 0.389
H 0.68101 -6.93481 4.27497 0.284
H -0.13222 -5.41969 6.80825 0.382
H -0.61487 -4.96097 5.18667 0.140
C -6.50154 -3.05622 4.75576 -1.058
C -6.63710 -4.49866 4.31195 -0.211
O -5.35265 -5.05929 3.98909 -0.322
C -4.61235 -5.46513 5.03003 0.205
O -4.94519 -5.38463 6.17650 -0.503
C -3.30152 -6.08001 4.53731 1.086
F -2.70339 -5.32976 3.58862 -0.271
F -3.49462 -7.29493 3.99701 -0.275
F -2.40398 -6.23436 5.52469 -0.243
H -5.97237 -2.47151 3.99948 0.237
H -7.48298 -2.61146 4.92465 0.380
H -5.92475 -2.97992 5.67926 0.321
H -7.23525 -4.54780 3.40156 0.326
H -7.14445 -5.10640 5.06345 0.329
C 2.96830 -2.18455 -4.98564 -0.902
C 2.64921 -2.54594 -6.42281 -0.164
O 2.84803 -3.94978 -6.65212 -0.321
C 1.85786 -4.75471 -6.24444 0.357
O 0.85129 -4.38136 -5.71161 -0.510
C 2.18162 -6.20855 -6.59243 0.847
F 3.44416 -6.54238 -6.26887 -0.242
F 2.04451 -6.44218 -7.91125 -0.248
F 1.37946 -7.07504 -5.95894 -0.239
H 3.97761 -2.50887 -4.72461 0.331
H 2.89218 -1.10644 -4.83304 0.152
H 2.28536 -2.68034 -4.29309 0.307
H 3.33089 -2.02038 -7.09185 0.300
H 1.63509 -2.24948 -6.69875 0.317
```

Properties
**DFT total energy**: -123786.837 eV
**Charge**: +1
**HOMO-LUMO gap**: 7.3485 eV
**Energy relative to the best compared isomer or geometry (same formula, charge and spin)**: 0.000 eV
**Highest occupied orbital energy**: -11.664 eV